(1)
This record from the Open Molecules 2025 dataset describes C5H10O in the gas phase at a distorted geometry. The level of theory is wB97M-V/def2-TZVPD.

- Frontier orbital gap: 0.352 hartree
- Structure (SMILES): C[C@H]1C[C@]1(C)O
- Net charge: 0
- HOMO energy: -8.6 eV

Each line ends with the natural charge from an NBO analysis.
CARTESIAN COORDINATES (ANGSTROEM)
C 1.379 -0.386 1.044  -0.645
C 0.866 -0.027 -0.357  -0.198
C -0.098 -1.249 -0.937  -0.556
C -0.584 0.107 -0.527  0.225
C -1.414 0.614 0.616  -0.630
O -0.908 0.783 -1.738  -0.709
H 2.461 -0.562 1.088  0.219
H 1.150 0.430 1.738  0.217
H 0.893 -1.287 1.453  0.223
H 1.449 0.660 -0.942  0.222
H -0.268 -1.421 -1.992  0.227
H 0.850 -1.702 -0.626  0.292
H -2.482 0.612 0.396  0.224
H -1.092 1.656 0.782  0.199
H -1.214 0.050 1.525  0.224
H -0.990 1.722 -1.524  0.467

---

(2)
This record from the Open Molecules 2025 dataset describes C20H35N2OS in the gas phase at a distorted geometry. The level of theory is wB97M-V/def2-TZVPD.

- Frontier orbital gap (spin up / spin down): 0.322 / 0.303 hartree
- Net charge: 0
- Spin multiplicity: 2
- HOMO energy (spin up / spin down): -8.1 / -8.1 eV

Each line ends with the Mulliken spin population.
CARTESIAN COORDINATES (ANGSTROEM)
C 1.483 3.239 -0.170  0.019
C -0.068 3.008 0.060  -0.005
C -0.573 4.344 0.785  -0.003
C -0.373 1.848 1.127  0.052
C -0.413 0.397 0.520  -0.031
C -1.197 -0.676 1.365  -0.002
C -2.630 -0.282 1.865  0.006
C -3.826 -0.639 0.898  -0.004
S -3.928 -2.434 0.459  0.000
C 1.078 -0.177 0.391  0.005
C 1.870 -0.235 1.752  0.001
C 2.460 -1.661 2.084  0.000
C 3.219 -2.327 0.874  0.000
N 2.365 -3.304 0.147  0.000
C 2.087 -3.242 -1.216  0.000
C 1.198 -4.324 -1.581  0.000
C 0.938 -5.056 -0.321  0.000
C 1.687 -4.384 0.707  0.000
C -0.993 0.322 -0.961  0.042
C -0.765 1.594 -1.863  0.013
C 0.528 1.461 -2.782  0.013
C -1.968 1.579 -2.928  -0.004
N -0.873 2.899 -1.171  0.357
O -2.115 3.234 -1.006  0.568
H 1.831 3.969 0.612  0.002
H 2.109 2.328 -0.034  0.003
H 1.616 3.746 -1.157  -0.018
H -1.581 4.228 1.245  0.003
H 0.123 4.667 1.600  0.000
H -0.642 5.127 -0.021  -0.003
H -1.325 2.178 1.619  0.004
H 0.422 1.992 1.914  -0.006
H -0.631 -1.039 2.270  0.001
H -1.279 -1.591 0.708  0.001
H -2.816 -0.887 2.799  0.000
H -2.769 0.783 2.172  0.000
H -3.907 0.036 0.007  0.003
H -4.766 -0.438 1.487  0.000
H -3.430 -2.465 -0.815  0.000
H 1.659 0.310 -0.427  -0.001
H 0.927 -1.247 0.065  0.001
H 2.740 0.471 1.688  0.000
H 1.211 0.101 2.594  0.000
H 3.202 -1.601 2.930  0.000
H 1.644 -2.352 2.435  0.000
H 4.126 -2.895 1.205  0.000
H 3.557 -1.599 0.093  0.000
H 2.523 -2.451 -1.868  0.000
H 0.813 -4.500 -2.602  0.000
H 0.280 -5.936 -0.177  0.000
H 1.729 -4.638 1.787  0.000
H -2.071 0.050 -1.024  0.000
H -0.436 -0.524 -1.459  -0.007
H 0.488 0.490 -3.344  0.000
H 0.572 2.336 -3.488  -0.010
H 1.481 1.456 -2.200  0.001
H -2.003 2.565 -3.465  -0.001
H -2.944 1.311 -2.471  0.000
H -1.646 0.834 -3.710  0.000

---

(3)
This record from the Open Molecules 2025 dataset describes a molecular structure, C22H39HfN6O3PSe2. The level of theory is wB97M-V/def2-TZVPD.

- Frontier orbital gap: 0.274 hartree
- Net charge: +4
- HOMO energy: -19.9 eV

Each line ends with the Mulliken charge.
CARTESIAN COORDINATES (ANGSTROEM)
Hf 0.103 0.249 0.411  2.128
N 0.949 -1.416 -1.007  -0.234
C 2.182 -2.092 -0.505  -0.689
C 3.150 -1.009 -0.114  -0.659
N 2.490 -0.080 0.861  -0.427
C 2.807 -0.414 2.287  -0.722
C 1.661 -1.186 2.889  -0.561
N 0.452 -0.336 2.694  -0.449
H 0.262 -2.144 -1.176  0.297
H 1.167 -1.011 -1.923  0.213
H 2.605 -2.739 -1.273  0.613
H 1.910 -2.721 0.343  0.210
H 3.436 -0.427 -0.992  0.370
H 4.064 -1.426 0.309  0.499
H 2.915 0.824 0.677  0.167
H 2.946 0.522 2.833  0.341
H 3.744 -0.966 2.356  0.529
H 1.835 -1.387 3.946  0.529
H 1.497 -2.141 2.390  0.086
H 0.584 0.486 3.282  0.342
H -0.360 -0.816 3.077  0.313
Se -2.739 2.660 0.069  0.207
Se -2.035 1.455 1.954  0.041
C -0.493 2.570 2.260  0.423
C -0.487 3.592 3.182  -0.877
C 0.676 4.354 3.297  -0.436
C 1.762 4.052 2.487  -1.164
C 1.665 2.998 1.597  -0.322
N 0.555 2.248 1.479  0.461
C -2.726 1.192 -1.157  0.224
C -3.737 1.238 -2.103  -0.770
C -3.822 0.232 -3.052  -0.593
C -2.920 -0.817 -2.977  -1.054
C -1.959 -0.793 -1.990  -0.207
N -1.809 0.205 -1.090  0.453
H -1.360 3.799 3.788  0.601
H 0.725 5.171 4.006  0.503
H 2.678 4.625 2.545  0.549
H 2.499 2.749 0.955  0.529
H -4.468 2.036 -2.078  0.545
H -4.600 0.250 -3.806  0.518
H -2.965 -1.653 -3.662  0.576
H -1.289 -1.631 -1.914  0.370
C -2.796 -4.505 0.091  -1.529
C -2.330 -3.914 1.434  1.634
C -3.530 -3.550 2.329  -1.551
C -1.363 -4.867 2.160  -1.513
C -1.598 -2.671 1.141  -0.135
N -1.027 -1.695 0.905  -0.099
H -3.351 -5.418 0.309  0.444
H -1.954 -4.773 -0.549  0.374
H -3.464 -3.826 -0.439  0.383
H -4.073 -4.472 2.538  0.432
H -4.213 -2.862 1.831  0.406
H -3.212 -3.127 3.282  0.399
H -1.905 -5.789 2.370  0.442
H -1.026 -4.456 3.112  0.394
H -0.501 -5.122 1.542  0.368
C 2.664 4.030 -1.665  -0.632
O 2.464 2.619 -1.979  -0.249
P 1.236 1.668 -1.781  -0.106
O -0.092 2.453 -2.100  0.447
C -0.445 3.179 -3.324  -0.850
O 1.500 0.585 -2.898  -0.575
C 2.116 0.745 -4.234  -0.826
H 3.422 4.382 -2.357  0.300
H 3.031 4.129 -0.649  0.241
H 1.736 4.580 -1.806  0.359
H -1.019 4.048 -3.017  0.294
H -1.042 2.518 -3.947  0.277
H 0.452 3.496 -3.853  0.391
H 1.345 0.531 -4.967  0.282
H 2.925 0.026 -4.295  0.365
H 2.497 1.756 -4.337  0.359

---

(4)
This record from the Open Molecules 2025 dataset describes a molecular structure, C48H46GeN3O5SiTc at a distorted geometry. The level of theory is wB97M-V/def2-TZVPD.

- Frontier orbital gap (spin up / spin down): 0.231 / 0.225 hartree
- Net charge: -1
- Spin multiplicity: 4
- HOMO energy (spin up / spin down): -3.7 / -3.6 eV

Each line ends with the Mulliken spin population.
CARTESIAN COORDINATES (ANGSTROEM)
Tc -0.506 1.249 1.178  2.907
O 2.811 1.974 3.700  0.013
C 1.980 1.949 2.802  -0.013
O 1.227 0.976 2.450  0.030
C 1.834 3.186 1.916  0.040
C 2.880 4.087 1.794  0.003
C 2.786 5.098 0.854  -0.001
C 1.637 5.191 0.088  0.001
C 0.623 4.272 0.302  0.051
N 0.712 3.292 1.204  -0.004
H 3.749 3.947 2.423  0.001
H 3.600 5.798 0.711  0.000
H 1.523 5.950 -0.675  0.000
H -0.297 4.311 -0.273  -0.032
C -1.596 -0.011 -2.844  0.007
Si -3.285 0.242 -0.640  0.020
C -4.972 1.062 -0.677  0.007
C -3.504 -1.585 -1.003  0.000
N -2.499 0.544 0.869  -0.195
C -3.174 0.343 2.056  0.042
C -4.317 -0.465 2.235  0.003
C -4.987 -0.555 3.448  -0.005
C -4.548 0.155 4.555  0.009
C -3.403 0.939 4.432  -0.001
C -2.737 0.987 3.230  0.080
O -1.584 1.781 3.042  0.044
C -0.898 2.280 4.149  0.024
C -0.306 1.429 5.061  -0.003
C 0.420 1.978 6.104  0.001
C 0.551 3.357 6.226  0.000
C -0.042 4.191 5.292  0.002
C -0.776 3.650 4.242  -0.017
H -2.162 -0.373 -3.715  -0.001
H -1.266 -0.879 -2.273  -0.004
H -0.689 0.489 -3.179  0.001
H -5.489 0.826 -1.614  0.001
H -4.868 2.149 -0.619  0.001
H -5.603 0.745 0.156  0.000
H -3.507 -1.779 -2.080  -0.001
H -4.450 -1.956 -0.597  0.000
H -2.692 -2.168 -0.556  -0.003
H -4.683 -1.042 1.393  -0.001
H -5.860 -1.193 3.524  0.000
H -5.067 0.097 5.503  0.001
H -3.031 1.502 5.278  0.000
H -0.385 0.358 4.928  0.002
H 0.916 1.321 6.807  0.000
H 1.139 3.776 7.033  0.000
H 0.071 5.266 5.366  0.000
H -1.239 4.273 3.486  -0.002
O 1.587 0.394 -2.401  0.006
C 1.394 0.480 -1.189  -0.004
O 0.243 0.768 -0.666  -0.113
C 2.518 0.065 -0.257  0.026
C 2.259 -1.357 0.264  -0.003
Ge 2.195 -2.717 -1.138  0.000
C 3.814 -2.572 -2.224  0.000
C 3.875 -2.903 -3.579  0.000
C 5.067 -2.798 -4.288  0.000
C 6.221 -2.363 -3.651  0.000
C 6.181 -2.041 -2.301  0.000
C 4.987 -2.146 -1.598  0.000
C 0.551 -2.700 -2.188  -0.002
C 0.447 -2.066 -3.429  0.003
C -0.754 -2.066 -4.128  0.000
C -1.881 -2.671 -3.585  0.001
C -1.806 -3.267 -2.334  0.001
C -0.599 -3.281 -1.644  -0.001
C 2.289 -4.473 -0.250  0.000
C 3.049 -4.626 0.913  0.000
C 3.157 -5.859 1.547  0.000
C 2.505 -6.968 1.026  0.000
C 1.752 -6.839 -0.134  0.000
C 1.648 -5.603 -0.763  0.000
H 2.597 0.752 0.584  -0.009
H 3.439 0.110 -0.834  0.000
H 1.311 -1.387 0.806  0.010
H 3.025 -1.646 0.989  0.001
H 2.990 -3.265 -4.089  0.000
H 5.092 -3.057 -5.340  0.000
H 7.148 -2.273 -4.205  0.000
H 7.078 -1.704 -1.795  0.000
H 4.972 -1.883 -0.544  0.000
H 1.293 -1.520 -3.829  0.000
H -0.818 -1.561 -5.085  0.000
H -2.821 -2.653 -4.123  0.000
H -2.689 -3.710 -1.889  0.000
H -0.558 -3.744 -0.663  -0.002
H 3.564 -3.773 1.342  0.000
H 3.748 -5.950 2.451  0.000
H 2.582 -7.929 1.521  0.000
H 1.244 -7.702 -0.550  0.000
H 1.061 -5.523 -1.672  0.000
N -2.382 0.885 -1.989  0.036
C -2.399 2.234 -2.343  -0.049
C -2.621 3.229 -1.375  0.045
C -2.669 4.569 -1.722  0.008
C -2.456 4.973 -3.035  0.000
C -2.202 4.001 -3.994  0.001
C -2.179 2.653 -3.662  -0.002
H -2.751 2.924 -0.341  0.039
H -2.855 5.311 -0.952  0.001
H -2.480 6.022 -3.303  0.000
H -2.023 4.294 -5.023  0.000
H -1.977 1.917 -4.429  0.000

---

(5)
This record from the Open Molecules 2025 dataset describes a molecular structure, C22H26FN10OsS2Sb at a distorted geometry. The level of theory is wB97M-V/def2-TZVPD.

- Frontier orbital gap (spin up / spin down): 0.296 / 0.221 hartree
- Net charge: 0
- Spin multiplicity: 5
- HOMO energy (spin up / spin down): -8.0 / -8.5 eV

Each line ends with the Mulliken spin population.
CARTESIAN COORDINATES (ANGSTROEM)
Os 0.682 -0.259 0.217  2.596
S 1.813 -0.272 2.358  0.149
C 3.280 -0.147 1.483  0.003
N 3.234 -0.146 0.179  0.127
C 4.463 -0.111 -0.392  0.032
C 4.733 -0.155 -1.758  0.001
C 6.050 -0.171 -2.166  -0.004
C 7.091 -0.123 -1.238  0.011
C 6.840 -0.065 0.120  -0.007
C 5.523 -0.068 0.540  0.016
S 4.891 -0.076 2.165  0.008
H 3.919 -0.198 -2.466  0.001
H 6.282 -0.229 -3.219  0.000
H 8.116 -0.141 -1.580  0.001
H 7.639 -0.029 0.843  0.000
N 1.091 2.269 -2.254  0.024
C 0.949 0.982 -2.658  0.027
N 1.004 0.569 -3.915  -0.004
N 0.795 -0.732 -3.863  0.045
N 0.618 -1.129 -2.667  -0.015
N 0.693 -0.081 -1.836  0.151
C 1.124 2.639 -0.944  0.011
N 1.317 3.870 -0.492  0.004
N 1.239 3.763 0.822  0.028
N 1.009 2.561 1.182  -0.015
N 0.927 1.788 0.094  0.097
H 1.275 2.974 -2.953  0.000
F -4.366 -3.903 0.428  0.009
C -3.072 -3.535 0.361  0.111
C -2.306 -3.527 1.518  -0.031
C -0.985 -3.136 1.445  0.078
C -0.403 -2.755 0.216  0.072
C 1.002 -2.399 0.126  0.085
C -1.217 -2.804 -0.940  0.087
C -2.544 -3.166 -0.869  -0.042
H -2.744 -3.843 2.452  -0.001
H -0.376 -3.147 2.339  0.014
H 1.464 -2.644 -0.831  -0.012
H 1.598 -2.766 0.965  -0.009
H -0.779 -2.542 -1.893  0.008
H -3.157 -3.198 -1.756  0.000
C -5.415 0.663 0.561  0.000
C -4.301 0.199 -0.351  0.078
Sb -2.276 0.509 0.449  0.228
C -2.384 2.694 0.439  0.007
C -2.372 3.260 -0.974  0.006
C -2.711 0.151 2.560  -0.015
C -1.445 0.002 3.381  0.043
H -6.367 0.547 0.047  0.005
H -5.310 1.714 0.819  0.001
H -5.452 0.074 1.473  0.000
H -4.337 0.739 -1.295  -0.001
H -4.406 -0.860 -0.570  -0.002
H -1.531 3.062 1.008  0.000
H -3.296 2.991 0.960  0.001
H -1.591 2.806 -1.584  -0.001
H -2.194 4.334 -0.946  0.000
H -3.321 3.078 -1.476  0.000
H -3.317 -0.754 2.614  -0.002
H -3.307 0.985 2.930  0.002
H -0.859 -0.855 3.047  -0.004
H -1.693 -0.152 4.429  0.002
H -0.826 0.897 3.319  -0.001

---

(6)
This record from the Open Molecules 2025 dataset describes C19H24N2O4S in the gas phase at a distorted geometry. The level of theory is wB97M-V/def2-TZVPD.

- Frontier orbital gap: 0.332 hartree
- Structure (SMILES): C[C@@H]1C[C@H](C)CN(S(=O)(=O)c2ccc(C(=O)NCc3ccco3)cc2)C1
- Net charge: 0
- HOMO energy: -8.9 eV

Each line ends with the natural charge from an NBO analysis.
CARTESIAN COORDINATES (ANGSTROEM)
C 5.333 2.254 -1.530  -0.599
C 4.139 1.642 -0.805  -0.218
C 4.297 1.738 0.714  -0.395
C 3.112 1.081 1.424  -0.221
C 3.275 1.125 2.940  -0.599
C 2.977 -0.364 0.939  -0.229
N 2.824 -0.383 -0.499  -0.672
S 2.322 -1.882 -1.068  2.318
O 2.994 -2.954 -0.389  -0.940
O 2.377 -1.841 -2.499  -0.935
C 0.608 -1.840 -0.548  -0.340
C -0.209 -0.871 -1.097  -0.124
C -1.534 -0.795 -0.705  -0.213
C -2.032 -1.695 0.235  -0.109
C -3.462 -1.681 0.683  0.654
O -4.063 -2.697 0.966  -0.613
N -4.009 -0.448 0.787  -0.595
C -5.406 -0.248 1.126  -0.277
C -6.170 0.299 -0.034  0.252
C -6.818 -0.316 -1.064  -0.292
C -7.317 0.719 -1.893  -0.312
C -6.931 1.884 -1.307  0.085
O -6.233 1.643 -0.185  -0.405
C -1.201 -2.684 0.755  -0.175
C 0.126 -2.753 0.369  -0.178
C 3.971 0.172 -1.191  -0.231
H 5.201 2.184 -2.607  0.212
H 5.444 3.302 -1.261  0.212
H 6.249 1.732 -1.262  0.204
H 3.228 2.175 -1.095  0.201
H 4.374 2.785 1.015  0.211
H 5.220 1.234 1.013  0.197
H 2.198 1.615 1.144  0.200
H 3.360 2.153 3.282  0.213
H 4.170 0.587 3.241  0.205
H 2.419 0.667 3.430  0.210
H 2.089 -0.834 1.368  0.215
H 3.856 -0.950 1.243  0.191
H 0.206 -0.198 -1.830  0.232
H -2.181 -0.057 -1.157  0.217
H -3.472 0.366 0.537  0.398
H -5.480 0.440 1.974  0.216
H -5.797 -1.230 1.405  0.260
H -6.926 -1.371 -1.208  0.234
H -7.883 0.606 -2.794  0.230
H -7.086 2.909 -1.577  0.203
H -1.616 -3.390 1.458  0.242
H 0.797 -3.504 0.757  0.247
H 3.780 0.058 -2.258  0.237
H 4.885 -0.386 -0.938  0.179